Density functional theory data (ωB97M-V/def2-TZVPD) for a molecular structure, C26H20N2O3Tl.

total charge = -1
multiplicity = 1
energy above the lowest of the compared OMol25 structures with the same formula, charge and spin = 0.366 eV
calculated total energy = -41103.573 eV
M = 612.8 g mol⁻¹

Each line ends with the Mulliken charge.
Element x y z (Å)
1 Tl -1.436 -1.230 -1.669  0.650
2 O -1.370 0.889 0.116  -0.318
3 C -1.093 0.652 1.492  2.091
4 C -0.431 -0.772 1.615  0.210
5 O -0.117 -1.111 2.762  -0.769
6 O -0.220 -1.390 0.547  -0.647
7 C -2.395 0.761 2.305  -0.127
8 C -2.563 0.138 3.543  -0.396
9 C -3.737 0.295 4.263  -0.824
10 C -4.776 1.070 3.767  -0.402
11 C -4.631 1.671 2.529  -0.763
12 C -3.457 1.511 1.806  -0.371
13 C -0.051 1.671 1.966  -0.680
14 C 0.114 1.992 3.311  -0.102
15 C 1.078 2.903 3.706  -0.871
16 C 1.905 3.506 2.765  -0.350
17 C 1.765 3.173 1.430  -0.837
18 C 0.797 2.257 1.033  -0.338
19 H -1.474 1.835 -0.031  0.370
20 H -1.768 -0.498 3.908  0.546
21 H -3.839 -0.204 5.219  0.382
22 H -5.691 1.190 4.332  0.376
23 H -5.436 2.261 2.108  0.383
24 H -3.388 1.963 0.826  0.295
25 H -0.511 1.522 4.055  0.420
26 H 1.186 3.141 4.757  0.379
27 H 2.658 4.220 3.077  0.366
28 H 2.415 3.612 0.684  0.403
29 H 0.729 1.970 -0.009  0.583
30 C 3.003 -5.559 -1.270  -0.396
31 C 2.161 -4.879 -0.403  -0.685
32 C 1.548 -3.697 -0.802  -0.123
33 C 1.811 -3.207 -2.073  -0.026
34 C 2.654 -3.875 -2.953  -0.403
35 C 3.246 -5.059 -2.545  -0.486
36 N 1.149 -1.978 -2.408  0.409
37 N 1.675 -1.339 -3.326  -0.533
38 C 1.012 -0.089 -3.642  0.526
39 C 1.666 0.620 -4.646  -0.341
40 C 1.163 1.847 -5.043  -0.434
41 C 0.016 2.326 -4.423  -0.704
42 C -0.610 1.582 -3.427  -0.343
43 C -0.139 0.341 -2.978  -0.601
44 H 3.473 -6.483 -0.956  0.358
45 H 1.974 -5.261 0.592  0.393
46 H 0.899 -3.141 -0.135  0.604
47 H 2.830 -3.464 -3.937  0.414
48 H 3.897 -5.595 -3.224  0.340
49 H 2.562 0.203 -5.089  0.392
50 H 1.655 2.421 -5.818  0.333
51 H -0.398 3.283 -4.724  0.355
52 H -1.511 2.007 -2.984  0.297

***

Density functional theory data (ωB97M-V/def2-TZVPD) for a molecular structure, C69H54Br2ClF3IN5O2P2RbS.

total charge = -1
multiplicity = 1
energy above the lowest of the compared OMol25 structures with the same formula, charge and spin = 0.440 eV
calculated total energy = -282906.128 eV
M = 1543.9 g mol⁻¹

Each line ends with the Mulliken charge.
Element x y z (Å)
1 Rb 0.756 -0.074 -0.320  1.026
2 O -3.642 1.572 2.334  0.227
3 C -4.251 2.728 1.916  -0.833
4 C -5.566 3.053 2.227  -0.737
5 C -6.059 4.297 1.870  -0.565
6 C -5.254 5.202 1.194  -1.048
7 C -3.979 4.830 0.798  -0.160
8 C -3.467 3.584 1.138  0.197
9 P -1.809 2.930 0.621  2.100
10 C -1.785 3.816 -0.994  0.412
11 C -2.378 3.133 -2.055  -0.907
12 C -2.509 3.733 -3.298  -0.400
13 C -2.022 5.016 -3.502  -0.831
14 C -1.392 5.688 -2.464  -0.646
15 C -1.281 5.097 -1.214  -0.274
16 C -0.736 3.985 1.669  0.327
17 C 0.586 4.214 1.288  -0.496
18 C 1.448 4.917 2.113  -0.575
19 C 1.012 5.373 3.348  -0.816
20 C -0.289 5.117 3.754  -0.721
21 C -1.160 4.435 2.918  -0.549
22 C -3.627 1.208 3.662  1.040
23 C -4.231 1.922 4.687  -1.113
24 C -4.183 1.432 5.985  -0.931
25 C -3.540 0.239 6.253  -1.025
26 C -2.880 -0.432 5.232  -0.533
27 C -2.888 0.047 3.927  0.020
28 P -1.845 -0.591 2.530  1.435
29 C -3.182 -1.425 1.577  0.686
30 C -4.137 -2.244 2.180  -0.504
31 C -5.087 -2.896 1.411  -0.869
32 C -5.106 -2.724 0.032  -0.858
33 C -4.188 -1.878 -0.569  -0.512
34 C -3.231 -1.231 0.201  -0.468
35 C -1.101 -1.989 3.459  0.840
36 C -1.351 -3.337 3.238  -0.699
37 C -0.654 -4.303 3.951  -0.762
38 C 0.283 -3.934 4.900  -0.661
39 C 0.527 -2.588 5.140  -1.003
40 C -0.159 -1.627 4.424  -0.266
41 H -6.194 2.340 2.745  0.609
42 H -7.073 4.565 2.135  0.400
43 H -5.627 6.191 0.961  0.445
44 H -3.367 5.523 0.235  0.460
45 H -2.731 2.118 -1.899  0.372
46 H -2.992 3.202 -4.109  0.521
47 H -2.134 5.496 -4.465  0.400
48 H -0.993 6.681 -2.630  0.430
49 H -0.792 5.629 -0.407  0.465
50 H 0.943 3.841 0.335  0.357
51 H 2.466 5.103 1.793  0.554
52 H 1.684 5.928 3.993  0.367
53 H -0.629 5.444 4.729  0.438
54 H -2.180 4.263 3.239  0.262
55 H -4.719 2.866 4.498  0.516
56 H -4.653 1.994 6.783  0.387
57 H -3.526 -0.161 7.259  0.430
58 H -2.338 -1.340 5.455  0.479
59 H -4.128 -2.373 3.256  0.589
60 H -5.813 -3.545 1.885  0.389
61 H -5.840 -3.247 -0.568  0.382
62 H -4.212 -1.727 -1.642  0.481
63 H -2.507 -0.577 -0.271  0.552
64 H -2.063 -3.643 2.484  0.241
65 H -0.835 -5.353 3.752  0.355
66 H 0.832 -4.693 5.445  0.381
67 H 1.272 -2.299 5.873  0.387
68 H 0.045 -0.572 4.575  0.643
69 Cl 6.827 3.429 -3.330  -0.334
70 C 5.594 2.278 -2.855  0.716
71 C 5.918 0.940 -2.794  -0.568
72 C 4.955 0.009 -2.451  -0.288
73 I 5.456 -2.034 -2.332  0.002
74 C 3.598 0.317 -2.164  0.298
75 O 2.734 -0.540 -1.884  -0.534
76 C 3.290 1.748 -2.256  -0.669
77 N 2.008 2.095 -2.040  0.797
78 C 1.659 3.358 -2.129  -0.162
79 C 2.566 4.392 -2.403  -1.157
80 C 3.876 4.070 -2.630  -1.100
81 C 4.287 2.718 -2.585  0.367
82 H 6.926 0.620 -3.020  0.390
83 H 0.608 3.576 -1.980  0.394
84 H 2.218 5.417 -2.433  0.542
85 H 4.613 4.829 -2.855  0.393
86 Br -1.326 -0.216 -7.672  -0.209
87 C -1.067 -0.229 -5.786  -0.534
88 C -0.630 0.915 -5.149  -1.166
89 C -0.512 0.845 -3.765  -0.461
90 N -0.766 -0.244 -3.060  0.554
91 C -1.117 -1.364 -3.694  0.897
92 C -1.314 -1.386 -5.076  -0.810
93 C -1.212 -2.579 -2.849  0.141
94 C -1.530 -3.836 -3.363  -0.771
95 C -1.497 -4.914 -2.500  -0.533
96 Br -1.942 -6.645 -3.155  -0.204
97 C -1.149 -4.753 -1.175  -0.652
98 C -0.868 -3.455 -0.757  -0.707
99 N -0.911 -2.407 -1.563  1.114
100 H -0.390 1.819 -5.688  0.555
101 H -0.185 1.712 -3.209  0.866
102 H -1.639 -2.277 -5.593  0.532
103 H -1.786 -3.985 -4.402  0.452
104 H -1.085 -5.588 -0.493  0.625
105 H -0.560 -3.258 0.266  0.380
106 F 3.911 -8.423 -1.492  -0.292
107 C 4.008 -8.141 -0.178  0.853
108 F 5.308 -8.340 0.159  -0.273
109 F 3.323 -9.124 0.470  -0.274
110 C 3.512 -6.785 0.177  0.469
111 C 3.542 -6.387 1.512  -0.906
112 C 3.020 -5.165 1.884  -0.612
113 C 2.448 -4.304 0.931  0.351
114 C 2.479 -4.703 -0.417  -0.269
115 C 2.995 -5.928 -0.789  -0.992
116 C 1.808 -3.091 1.298  0.047
117 C 1.137 -2.087 1.540  -1.232
118 H 3.970 -7.050 2.254  0.356
119 H 3.038 -4.857 2.921  0.550
120 H 2.091 -4.020 -1.163  0.945
121 H 2.997 -6.226 -1.829  0.480
122 C 4.165 1.171 7.038  -1.188
123 C 3.178 1.866 6.105  -0.292
124 N 3.013 1.149 4.847  -0.020
125 C 3.092 1.691 3.596  -0.367
126 S 1.970 1.286 2.440  0.062
127 N 4.104 2.524 3.273  0.069
128 C 5.233 3.019 4.035  -0.465
129 C 5.075 4.503 4.374  -0.899
130 H 4.240 1.718 7.980  0.355
131 H 5.156 1.119 6.588  0.282
132 H 3.834 0.153 7.242  0.305
133 H 3.502 2.883 5.891  0.022
134 H 2.207 1.946 6.603  0.403
135 H 2.322 0.416 4.867  0.031
136 H 4.079 2.783 2.299  0.216
137 H 6.132 2.891 3.428  0.417
138 H 5.360 2.424 4.936  0.022
139 H 4.888 5.070 3.462  0.280
140 H 5.979 4.889 4.849  0.365
141 H 4.235 4.660 5.051  0.202

***

The evaluated Kohn-Sham gap for the records listed, in turn: 6.74; 6.02 eV.